1.
DFT (ωB97M-V/def2-TZVPD) results for an isolated molecule of C7H11N3O at a distorted geometry.

Bonds (Å) are listed after each position.
Atoms and positions in Å:
1 C 1.513 -2.246 -0.714  C2 1.484, H12 1.110, H13 1.117, H14 1.040
2 C 0.309 -1.730 -0.016  C1 1.484, O3 1.210, N4 1.388
3 O -0.525 -2.458 0.474  C2 1.210
4 N 0.246 -0.347 0.068  C2 1.388, C5 1.397, C8 1.503
5 C 1.160 0.585 -0.430  N4 1.397, C6 1.549, H15 1.155, H16 1.095
6 C 0.378 1.915 -0.564  C5 1.549, C7 1.507, H17 1.178, H18 1.202
7 C -0.529 1.841 0.637  C6 1.507, C8 1.534, H19 1.186, H20 1.188
8 C -0.971 0.373 0.580  N4 1.503, C7 1.534, N9 1.355, C10 1.878
9 N -1.569 -0.169 1.668  C8 1.355, H21 1.056, H22 1.036
10 C -2.303 0.321 -0.742  C8 1.878, N11 1.133
11 N -3.197 0.091 -1.400  C10 1.133
12 H 2.480 -2.211 -0.170  C1 1.110
13 H 1.522 -2.082 -1.818  C1 1.117
14 H 1.338 -3.264 -0.587  C1 1.040
15 H 1.619 0.408 -1.475  C5 1.155
16 H 2.053 0.832 0.154  C5 1.095
17 H -0.232 1.837 -1.569  C6 1.178
18 H 0.915 2.969 -0.350  C6 1.202
19 H 0.099 2.020 1.628  C7 1.186
20 H -1.504 2.510 0.523  C7 1.188
21 H -1.588 -1.208 1.480  N9 1.056
22 H -1.214 0.011 2.625  N9 1.036

Values from the calculation:
ΔE to the lowest compared entry with this formula, charge and spin: 64.7 kcal/mol
Orbital gap: 0.3845 Ha
Max |F|: 5.61 eV/A
Highest occupied orbital energy: -9.858 eV
SMILES: CC(=O)N1CCC[C@@]1(N)C#N
Multiplicity: 1

These are the natural (NBO) partial charges, in e, on atoms 1 to 8: number 1, C, carries -0.75; number 2, C, carries 0.71; number 3, O, carries -0.60; number 4, N, carries -0.50; number 5, C, carries -0.23; number 6, C, carries -0.42; number 7, C, carries -0.45; number 8, C, carries 0.41

2.
DFT (ωB97M-V/def2-TZVPD) results for a cluster of 2 separate species, C2H3FINO in total at a distorted geometry.

Bonds (Å) are listed after each position.
Atoms and positions in Å:
1 C 0.541 -0.490 0.345  C2 1.467, O4 1.183
2 C -0.922 -0.437 0.439  C1 1.467, F5 1.366, H7 1.101, H8 1.099
3 N 3.094 1.505 0.090  I6 1.934, H9 1.020
4 O 1.321 -1.367 0.194  C1 1.183
5 F -1.387 0.826 0.670  C2 1.366
6 I 3.856 -0.270 0.006  N3 1.934
7 H -1.280 -1.066 1.269  C2 1.101
8 H -1.363 -0.769 -0.511  C2 1.099
9 H 2.870 1.834 -0.849  N3 1.020

Values from the calculation:
ΔE to the lowest compared entry with this formula, charge and spin: 85.7 kcal/mol
Orbital gap (alpha / beta): 0.3015 / 0.2859 Ha
Max |F|: 1.82 eV/A
Highest occupied orbital energy (alpha / beta): -8.712 / -8.604 eV
Multiplicity: 1

These are the natural (NBO) partial charges, in e, on atoms 1 to 8: number 1, C, carries 0.51; number 2, C, carries -0.11; number 3, N, carries -0.79; number 4, O, carries -0.47; number 5, F, carries -0.34; number 6, I, carries 0.45; number 7, H, carries 0.21; number 8, H, carries 0.21

3.
DFT (ωB97M-V/def2-TZVPD) results for an isolated molecule of C5H9NO.

Bonds (Å) are listed after each position.
Atoms and positions in Å:
1 C -1.343 1.222 1.158  C2 1.513, H8 1.094, H9 1.092, H10 1.090
2 C -1.417 -0.256 0.845  C1 1.513, O3 1.213, C4 1.511
3 O -2.353 -0.956 1.172  C2 1.213
4 C -0.268 -0.821 0.044  C2 1.511, C5 1.500, N6 1.444, H11 1.091
5 C 1.142 -0.836 0.557  C4 1.500, N6 1.434, H12 1.093, H13 1.091
6 N 0.716 0.131 -0.414  C4 1.444, C5 1.434, C7 1.445
7 C 1.164 0.121 -1.788  N6 1.445, H14 1.094, H15 1.094, H16 1.099
8 H -2.214 1.716 0.718  C1 1.094
9 H -1.388 1.378 2.238  C1 1.092
10 H -0.437 1.666 0.746  C1 1.090
11 H -0.550 -1.663 -0.591  C4 1.091
12 H 1.762 -1.675 0.230  C5 1.093
13 H 1.362 -0.457 1.556  C5 1.091
14 H 1.924 0.897 -1.918  C7 1.094
15 H 0.311 0.370 -2.425  C7 1.094
16 H 1.587 -0.835 -2.127  C7 1.099

Values from the calculation:
ΔE to the lowest compared entry with this formula, charge and spin: 48.9 kcal/mol
Orbital gap: 0.3715 Ha
Max |F|: 0.52 eV/A
Highest occupied orbital energy: -9.203 eV
SMILES: CC(=O)[C@@H]1CN1C
Multiplicity: 1

These are the natural (NBO) partial charges, in e, on atoms 1 to 8: number 1, C, carries -0.74; number 2, C, carries 0.59; number 3, O, carries -0.54; number 4, C, carries -0.19; number 5, C, carries -0.22; number 6, N, carries -0.41; number 7, C, carries -0.41; number 8, H, carries 0.24

4.
DFT (ωB97M-V/def2-TZVPD) results for a cluster of 2 separate species, C12H26BCl2FNO2 in total at a distorted geometry.

Bonds (Å) are listed after each position.
Atoms and positions in Å:
1 C -2.637 -4.526 2.119  C2 1.643, H16 1.179, H17 1.178, H18 1.190
2 C -1.904 -3.497 1.069  C1 1.643, C3 1.667, H19 1.187, H20 1.189
3 C -2.155 -1.893 1.444  C2 1.667, C4 1.673, H21 1.191, H22 1.172
4 C -0.879 -1.009 0.819  C3 1.673, O5 1.466, H23 1.170, H24 1.194
5 O -1.155 0.386 1.176  C4 1.466, B6 1.470
6 B -0.136 1.327 0.687  O5 1.470, C7 1.678, C9 1.640, C12 1.657
7 C -0.948 2.398 -0.317  B6 1.678, N8 1.516, H25 1.170, H26 1.191
8 N -1.863 1.587 -1.214  C7 1.516, H27 1.047, H28 1.047
9 C 1.107 0.670 -0.156  B6 1.640, C10 1.670, H29 1.194, H30 1.182
10 C 2.206 1.794 -0.721  C9 1.670, F11 1.510, H31 1.169, H32 1.169
11 F 1.778 2.075 -2.141  C10 1.510
12 C 0.337 2.232 1.992  B6 1.657, C13 1.783, H33 1.171, H34 1.169
13 C 0.546 1.111 3.363  C12 1.783, C14 1.736, O15 1.563, H35 1.254
14 C 0.404 1.867 4.919  C13 1.736, O15 1.645, H36 1.171, H37 1.173
15 O -0.723 0.878 4.245  C13 1.563, C14 1.645
16 H -3.809 -4.581 2.001  C1 1.179
17 H -2.364 -4.238 3.229  C1 1.178
18 H -2.217 -5.621 1.916  C1 1.190
19 H -2.317 -3.774 -0.008  C2 1.187
20 H -0.731 -3.682 1.016  C2 1.189
21 H -3.146 -1.595 0.853  C3 1.191
22 H -2.291 -1.712 2.595  C3 1.172
23 H 0.081 -1.474 1.299  C4 1.170
24 H -0.946 -1.203 -0.357  C4 1.194
25 H -0.231 3.134 -0.877  C7 1.170
26 H -1.643 3.063 0.385  C7 1.191
27 H -2.220 2.203 -1.980  N8 1.047
28 H -1.342 0.755 -1.580  N8 1.047
29 H 0.775 0.076 -1.137  C9 1.194
30 H 1.717 -0.008 0.598  C9 1.182
31 H 2.204 2.790 -0.109  C10 1.169
32 H 3.241 1.254 -0.794  C10 1.169
33 H -0.469 2.993 2.371  C12 1.171
34 H 1.424 2.656 1.921  C12 1.169
35 H 1.394 0.195 3.238  C13 1.254
36 H -0.307 2.777 4.722  C14 1.171
37 H 0.444 1.207 5.888  C14 1.173
38 Cl 2.947 -0.990 -7.114  C39 1.782
39 C 1.939 -0.078 -5.963  Cl38 1.782, C40 1.520, H42 1.095, H43 1.094
40 C 2.644 0.146 -4.635  C39 1.520, Cl41 1.781, H44 1.094, H45 1.094
41 Cl 2.847 -1.368 -3.717  C40 1.781
42 H 0.997 -0.620 -5.833  C39 1.095
43 H 1.715 0.885 -6.432  C39 1.094
44 H 2.051 0.819 -4.008  C40 1.094
45 H 3.633 0.594 -4.773  C40 1.094

Values from the calculation:
ΔE to the lowest compared entry with this formula, charge and spin: 149.3 kcal/mol
Orbital gap: 0.2579 Ha
Net charge: -1
Max |F|: 6.02 eV/A
Highest occupied orbital energy: -4.434 eV
Multiplicity: 1

These are the natural (NBO) partial charges, in e, on atoms 1 to 8: number 1, C, carries -0.63; number 2, C, carries -0.42; number 3, C, carries -0.42; number 4, C, carries -0.04; number 5, O, carries -0.72; number 6, B, carries 0.53; number 7, C, carries -0.45; number 8, N, carries -0.86

5.
DFT (ωB97M-V/def2-TZVPD) results for an isolated molecule of C28H37ClO7.

Bonds (Å) are listed after each position.
Atoms and positions in Å:
1 C -7.790 -0.960 0.281  C2 1.530, H37 1.087, H38 1.088, H39 1.087
2 C -6.640 -1.532 -0.549  C1 1.530, C3 1.508, H40 1.090, H41 1.090
3 C -5.330 -0.957 -0.075  C2 1.508, O4 1.204, O5 1.336
4 O -4.534 -1.520 0.633  C3 1.204
5 O -5.169 0.297 -0.507  C3 1.336, C6 1.419
6 C -3.956 0.941 -0.149  O5 1.419, C7 1.535, H42 1.092, H43 1.092
7 C -2.756 0.130 -0.659  C6 1.535, O8 1.200, C9 1.533
8 O -2.874 -0.520 -1.661  C7 1.200
9 C -1.493 0.148 0.210  C7 1.533, O10 1.440, C15 1.570, C24 1.565
10 O -1.257 1.482 0.699  C9 1.440, C11 1.330
11 C -1.403 2.513 -0.130  O10 1.330, O12 1.206, C13 1.512
12 O -1.828 2.420 -1.254  C11 1.206
13 C -0.982 3.803 0.537  C11 1.512, C14 1.524, H44 1.093, H45 1.090
14 C -1.843 4.972 0.071  C13 1.524, H46 1.087, H47 1.086, H48 1.087
15 C -1.634 -0.777 1.470  C9 1.570, C16 1.525, C17 1.548, H49 1.091
16 C -2.222 -0.095 2.701  C15 1.525, H50 1.088, H51 1.086, H52 1.086
17 C -0.206 -1.298 1.765  C15 1.548, C18 1.525, H53 1.088, H54 1.090
18 C 0.689 -0.541 0.788  C17 1.525, C19 1.527, C24 1.535, H55 1.095
19 C 2.073 -1.115 0.496  C18 1.527, C20 1.539, C35 1.530, H56 1.092
20 C 2.781 -0.229 -0.543  C19 1.539, C21 1.545, C26 1.565, H57 1.098
21 C 1.926 0.045 -1.800  C20 1.545, O22 1.409, C23 1.540, H58 1.105
22 O 1.898 -1.078 -2.651  C21 1.409, H59 0.963
23 C 0.516 0.541 -1.428  C21 1.540, C24 1.527, H60 1.092, H61 1.093
24 C -0.193 -0.406 -0.461  C9 1.565, C18 1.535, C23 1.527, C25 1.532
25 C -0.466 -1.756 -1.132  C24 1.532, H62 1.085, H63 1.085, H64 1.084
26 C 4.223 -0.754 -0.852  C20 1.565, C27 1.540, C28 1.497, C33 1.505
27 C 4.261 -2.159 -1.483  C26 1.540, H65 1.085, H66 1.089, H67 1.084
28 C 4.891 0.163 -1.829  C26 1.497, C29 1.330, H68 1.081
29 C 5.957 0.909 -1.555  C28 1.330, C30 1.468, H69 1.081
30 C 6.604 0.904 -0.237  C29 1.468, O31 1.219, C32 1.464
31 O 7.564 1.606 0.028  C30 1.219
32 C 6.009 -0.019 0.732  C30 1.464, C33 1.335, H70 1.082
33 C 4.944 -0.780 0.469  C26 1.505, C32 1.335, C34 1.498
34 C 4.331 -1.661 1.514  C33 1.498, C35 1.526, H71 1.091, H72 1.092
35 C 2.899 -1.207 1.780  C19 1.530, C34 1.526, Cl36 1.797, H73 1.092
36 Cl 2.979 0.390 2.602  C35 1.797
37 H -7.832 0.122 0.174  C1 1.087
38 H -7.656 -1.203 1.333  C1 1.088
39 H -8.735 -1.380 -0.054  C1 1.087
40 H -6.775 -1.271 -1.598  C2 1.090
41 H -6.598 -2.616 -0.441  C2 1.090
42 H -3.985 1.898 -0.674  C6 1.092
43 H -3.906 1.102 0.930  C6 1.092
44 H 0.061 3.983 0.262  C13 1.093
45 H -1.027 3.672 1.618  C13 1.090
46 H -1.853 5.013 -1.015  C14 1.087
47 H -1.450 5.907 0.458  C14 1.086
48 H -2.867 4.854 0.420  C14 1.087
49 H -2.298 -1.600 1.200  C15 1.091
50 H -2.160 -0.785 3.540  C16 1.088
51 H -1.672 0.809 2.948  C16 1.086
52 H -3.271 0.145 2.562  C16 1.086
53 H 0.070 -1.091 2.797  C17 1.088
54 H -0.140 -2.373 1.600  C17 1.090
55 H 0.834 0.469 1.186  C18 1.095
56 H 1.972 -2.133 0.110  C19 1.092
57 H 2.923 0.754 -0.076  C20 1.098
58 H 2.409 0.879 -2.341  C21 1.105
59 H 1.194 -0.953 -3.296  O22 0.963
60 H 0.641 1.522 -0.965  C23 1.092
61 H -0.075 0.677 -2.337  C23 1.093
62 H -0.967 -1.606 -2.082  C25 1.085
63 H 0.465 -2.281 -1.317  C25 1.085
64 H -1.107 -2.382 -0.521  C25 1.084
65 H 3.723 -2.888 -0.887  C27 1.085
66 H 5.299 -2.476 -1.569  C27 1.089
67 H 3.814 -2.135 -2.470  C27 1.084
68 H 4.469 0.161 -2.824  C28 1.081
69 H 6.410 1.545 -2.302  C29 1.081
70 H 6.487 -0.050 1.702  C32 1.082
71 H 4.912 -1.615 2.437  C34 1.091
72 H 4.311 -2.700 1.179  C34 1.092
73 H 2.411 -1.873 2.495  C35 1.092

Values from the calculation:
ΔE to the lowest compared entry with this formula, charge and spin: 2.5 kcal/mol
Orbital gap: 0.3614 Ha
Max |F|: 0.97 eV/A
Highest occupied orbital energy: -9.392 eV
SMILES: CCC(=O)OCC(=O)[C@@]1(OC(=O)CC)[C@H](C)C[C@H]2[C@H]3[C@H]([C@@H](O)C[C@@]21C)[C@@]1(C)C=CC(=O)C=C1C[C@H]3Cl
Multiplicity: 1

These are the natural (NBO) partial charges, in e, on atoms 1 to 8: number 1, C, carries -0.59; number 2, C, carries -0.50; number 3, C, carries 0.82; number 4, O, carries -0.62; number 5, O, carries -0.49; number 6, C, carries -0.20; number 7, C, carries 0.62; number 8, O, carries -0.54

6.
DFT (ωB97M-V/def2-TZVPD) results for the ion C5H12N2O with charge +2 at a distorted geometry.

Bonds (Å) are listed after each position.
Atoms and positions in Å:
1 C -2.973 -1.832 0.197  N2 1.272, H9 1.104, H10 1.089
2 N -1.927 -1.331 0.721  C1 1.272, C3 1.480, H11 1.018
3 C -1.180 -0.199 0.128  N2 1.480, C4 1.530, H12 1.086, H13 1.105
4 C 0.337 -0.399 0.105  C3 1.530, C5 1.575, H14 1.096, H15 1.106
5 C 1.031 0.903 -0.446  C4 1.575, N6 1.527, C7 1.507, H16 1.112
6 N 1.757 1.663 0.662  C5 1.527, H17 1.032, H18 1.020, H19 1.022
7 C 2.016 0.520 -1.520  C5 1.507, O8 1.203, H20 1.117
8 O 3.132 0.957 -1.415  C7 1.203
9 H -3.565 -2.581 0.750  C1 1.104
10 H -3.315 -1.495 -0.780  C1 1.089
11 H -1.557 -1.715 1.588  N2 1.018
12 H -1.479 -0.075 -0.909  C3 1.086
13 H -1.466 0.743 0.628  C3 1.105
14 H 0.659 -1.259 -0.492  C4 1.096
15 H 0.653 -0.576 1.150  C4 1.106
16 H 0.240 1.620 -0.756  C5 1.112
17 H 2.634 1.120 0.703  N6 1.032
18 H 1.279 1.620 1.562  N6 1.020
19 H 1.862 2.635 0.368  N6 1.022
20 H 1.863 -0.318 -2.243  C7 1.117

Values from the calculation:
ΔE to the lowest compared entry with this formula, charge and spin: 11.1 kcal/mol
Orbital gap: 0.3560 Ha
Net charge: +2
Max |F|: 2.67 eV/A
Highest occupied orbital energy: -18.239 eV
SMILES: C=[NH+]CC[C@@H]([NH3+])C=O
Multiplicity: 1

These are the natural (NBO) partial charges, in e, on atoms 1 to 8: number 1, C, carries 0.17; number 2, N, carries -0.40; number 3, C, carries -0.24; number 4, C, carries -0.43; number 5, C, carries -0.15; number 6, N, carries -0.67; number 7, C, carries 0.38; number 8, O, carries -0.45

7.
DFT (ωB97M-V/def2-TZVPD) results for an isolated molecule of C4H6O2.

Bonds (Å) are listed after each position.
Atoms and positions in Å:
1 C 0.740 0.158 1.139  O2 1.440, C4 1.519, H7 1.095, H8 1.099
2 O 0.414 1.531 0.851  C1 1.440, C3 1.439
3 C -0.663 1.144 -0.022  O2 1.439, C4 1.517, H9 1.098, H10 1.096
4 C -0.129 -0.275 -0.029  C1 1.519, C3 1.517, C5 1.454, O6 1.397
5 C 0.083 -1.155 -1.167  C4 1.454, O6 1.432, H11 1.090, H12 1.089
6 O -0.876 -1.450 -0.145  C4 1.397, C5 1.432
7 H 1.817 -0.041 1.114  C1 1.095
8 H 0.324 -0.156 2.106  C1 1.099
9 H -1.643 1.234 0.465  C3 1.098
10 H -0.661 1.694 -0.969  C3 1.096
11 H -0.346 -0.859 -2.124  C5 1.090
12 H 0.940 -1.825 -1.220  C5 1.089

Values from the calculation:
ΔE to the lowest compared entry with this formula, charge and spin: 66.1 kcal/mol
Orbital gap: 0.4015 Ha
Max |F|: 0.36 eV/A
Highest occupied orbital energy: -9.956 eV
SMILES: C1OCC12CO2
Multiplicity: 1

These are the natural (NBO) partial charges, in e, on atoms 1 to 8: number 1, C, carries -0.08; number 2, O, carries -0.52; number 3, C, carries -0.08; number 4, C, carries 0.16; number 5, C, carries -0.10; number 6, O, carries -0.47; number 7, H, carries 0.19; number 8, H, carries 0.18

8.
DFT (ωB97M-V/def2-TZVPD) results for a cluster of 2 separate species, C3H9NSi in total at a distorted geometry.

Bonds (Å) are listed after each position.
Atoms and positions in Å:
1 C 1.881 -1.224 1.135  C2 1.368, H6 1.150, H7 1.001
2 C 1.364 -0.566 0.053  C1 1.368, Si5 1.911, H8 1.140
3 C -0.522 1.789 -0.810  Si5 1.890, H9 1.129, H10 1.080, H11 1.074
4 N -1.599 -1.040 -0.386  Si5 1.671, H12 1.029, H13 0.964
5 Si -0.431 0.089 0.011  C2 1.911, C3 1.890, N4 1.671
6 H 2.900 -1.742 1.009  C1 1.150
7 H 1.372 -1.351 1.987  C1 1.001
8 H 1.857 -0.326 -0.946  C2 1.140
9 H 0.348 2.079 -1.467  C3 1.129
10 H -1.353 1.874 -1.495  C3 1.080
11 H -0.541 2.551 -0.053  C3 1.074
12 H -2.286 -1.424 0.278  N4 1.029
13 H -1.948 -0.973 -1.281  N4 0.964
14 H -1.043 0.264 1.964  no bonds

Values from the calculation:
ΔE to the lowest compared entry with this formula, charge and spin: 31.3 kcal/mol
Orbital gap: 0.3575 Ha
Max |F|: 6.64 eV/A
Highest occupied orbital energy: -8.949 eV
Multiplicity: 1

These are the natural (NBO) partial charges, in e, on atoms 1 to 8: number 1, C, carries -0.32; number 2, C, carries -0.69; number 3, C, carries -1.16; number 4, N, carries -1.33; number 5, Si, carries 1.65; number 6, H, carries 0.19; number 7, H, carries 0.19; number 8, H, carries 0.22

no.,electronic energy (eV)
1,-13952.7650
2,-16473.5260
3,-8867.0931
4,-46883.7659
5,-56492.7354
6,-10389.0294
7,-8337.5933
8,-12622.9071